Arrangement i

C5H9NO2 | the ωB97M-V functional and the def2-TZVPD basis

Computed properties:
Molecular weight ... 115.132 u
Highest occupied orbital energy ... -6.9 eV

Last columns: bonded neighbours and bond lengths (Å).
Cartesian coordinates (Å):
1 C 1.66715 -0.57762 -0.19272  C2 1.522, N3 1.481, H11 1.090, H12 1.092
2 C 2.50097 0.69435 -0.13976  C1 1.522, H15 1.091, H16 1.091, H17 1.090
3 N 0.22193 -0.25458 -0.17200  C1 1.481, C5 1.261, H10 1.144
4 C -2.14964 0.73555 -0.88358  O7 1.390, O8 1.210
5 C -0.62716 -0.77019 0.60428  N3 1.261, C6 1.298
6 C -1.25177 -1.58538 1.39786  C5 1.298, H13 1.084, H14 1.081
7 O -2.28516 2.05999 -0.48380  C4 1.390, H9 0.978
8 O -3.13095 0.13891 -1.26597  C4 1.210
9 H -3.23147 2.29461 -0.56230  O7 0.978
10 H -0.41395 0.41361 -0.84802  N3 1.144
11 H 1.88959 -1.23684 0.64672  C1 1.090
12 H 1.85541 -1.13660 -1.11213  C1 1.092
13 H -1.54403 -2.56615 1.04175  C6 1.084
14 H -1.64355 -1.24111 2.34511  C6 1.081
15 H 3.56143 0.44148 -0.17420  C2 1.091
16 H 2.27077 1.34588 -0.98359  C2 1.091
17 H 2.31045 1.24407 0.78235  C2 1.090

Atomic partial charges in e from the natural (NBO) method, atoms 1 to 5: -0.217 -0.616 -0.540 0.376 0.511

Arrangement ii

C5H9NO2 | the ωB97M-V functional and the def2-TZVPD basis

Computed properties:
Molecular weight ... 115.132 u
Highest occupied orbital energy ... -9.6 eV
Structure (SMILES) ... N[C@@H](C=O)CCC=O

Last columns: bonded neighbours and bond lengths (Å).
Cartesian coordinates (Å):
1 O 0.62470 -2.47193 0.25026  C2 1.205
2 C 1.24283 -1.56548 -0.24900  O1 1.205, C3 1.545, H9 1.101
3 C 0.44892 -0.47649 -1.00451  C2 1.545, C4 1.504, N8 1.467, H10 1.097
4 C -0.06449 0.58668 -0.07331  C3 1.504, C5 1.533, H11 1.134, H12 1.088
5 C -0.78924 0.03310 1.15910  C4 1.533, C6 1.511, H13 1.100, H14 1.101
6 C -1.45038 1.16086 1.91590  C5 1.511, O7 1.209, H15 1.097
7 O -1.07938 2.30439 1.79235  C6 1.209
8 N 1.11752 -0.02613 -2.22974  C3 1.467, H16 1.022, H17 1.010
9 H 2.34219 -1.54489 -0.19190  C2 1.101
10 H -0.43151 -1.03416 -1.34807  C3 1.097
11 H 0.76231 1.24283 0.34214  C4 1.134
12 H -0.68163 1.37892 -0.49140  C4 1.088
13 H -1.45899 -0.76155 0.79810  C5 1.100
14 H -0.16475 -0.55500 1.84990  C5 1.101
15 H -2.15620 0.96741 2.73349  C6 1.097
16 H 1.17686 0.99348 -2.20646  N8 1.022
17 H 0.56124 -0.23206 -3.04684  N8 1.010

Atomic partial charges in e from the natural (NBO) method, atoms 1 to 5: -0.530 0.439 -0.159 -0.419 -0.526

Relative to the most stable structure, the computed energies are arrangement i 68.0; arrangement ii 0.0, all in kcal/mol.

Arrangement i

C5H9NO2 | the ωB97M-V functional and the def2-TZVPD basis

Computed properties:
Molecular weight ... 115.132 u
Highest occupied orbital energy ... -9.0 eV
Structure (SMILES) ... O=C(O)[C@@H]1CCCN1

Last columns: bonded neighbours and bond lengths (Å).
Cartesian coordinates (Å):
1 C -0.62360 -0.30433 0.82858  C2 1.514, C3 1.473, H7 1.081, N15 1.485
2 C -1.88683 -0.20304 -0.00028  C1 1.514, O16 1.172, O17 1.398
3 C 0.29687 0.84435 0.77097  C1 1.473, C4 1.520, H8 1.070, H9 1.033
4 C 1.13502 0.67453 -0.48539  C3 1.520, C5 1.490, H10 1.032, H11 1.133
5 C 1.28250 -0.80788 -0.53239  C4 1.490, H12 1.118, H13 1.085, N15 1.404
6 H -0.24379 -2.03722 -0.43694  N15 1.060
7 H -0.88295 -0.61052 1.83258  C1 1.081
8 H -0.28994 1.73900 0.76682  C3 1.070
9 H 0.96407 0.76504 1.55619  C3 1.033
10 H 0.49266 1.01210 -1.21919  C4 1.032
11 H 2.07209 1.30772 -0.55109  C4 1.133
12 H 1.33817 -1.24991 -1.55741  C5 1.118
13 H 2.17634 -1.21740 -0.07282  C5 1.085
14 H -1.24940 1.42203 -0.42459  O17 0.964
15 N 0.23163 -1.35602 0.22100  C1 1.485, C5 1.404, H6 1.060
16 O -2.66611 -1.05578 -0.19846  C2 1.172
17 O -2.14673 1.07733 -0.49757  C2 1.398, H14 0.964

Atomic partial charges in e from the natural (NBO) method, atoms 1 to 5: -0.175 0.770 -0.426 -0.409 -0.232

Arrangement ii

C5H9NO2 | the ωB97M-V functional and the def2-TZVPD basis

Computed properties:
Molecular weight ... 115.132 u
Highest occupied orbital energy ... -8.6 eV
Structure (SMILES) ... C/C=C/N(O)C(C)=O

Last columns: bonded neighbours and bond lengths (Å).
Cartesian coordinates (Å):
1 C 1.84403 -0.15352 -2.09760  C2 1.518, H6 1.086, H7 1.123, H8 1.140
2 C 0.76458 -0.37273 -1.05322  C1 1.518, C3 1.339, H9 1.066
3 C -0.21916 0.50993 -0.84142  C2 1.339, H10 1.085, N15 1.400
4 C -1.25879 0.08953 1.39428  C5 1.515, N15 1.332, O17 1.283
5 C -0.29970 -0.88892 2.04020  C4 1.515, H12 1.147, H13 1.085, H14 1.095
6 H 2.21209 -1.11988 -2.43018  C1 1.086
7 H 1.67518 0.60928 -2.90390  C1 1.123
8 H 2.77157 0.26936 -1.58659  C1 1.140
9 H 0.96666 -1.23884 -0.46595  C2 1.066
10 H -0.30297 1.20314 -1.67228  C3 1.085
11 H -2.60016 1.68199 0.54552  O16 0.980
12 H -0.83162 -1.81903 2.44894  C5 1.147
13 H 0.60297 -1.23930 1.55007  C5 1.085
14 H 0.04107 -0.43810 2.97770  C5 1.095
15 N -1.11102 0.70285 0.22074  C3 1.400, C4 1.332, O16 1.421
16 O -1.95404 1.77231 -0.18578  H11 0.980, N15 1.421
17 O -2.30070 0.43191 2.05946  C4 1.283

Atomic partial charges in e from the natural (NBO) method, atoms 1 to 5: -0.639 -0.224 -0.035 0.625 -0.710

Relative to the most stable structure, the computed energies are arrangement i 0.0; arrangement ii 38.9, all in kcal/mol.

Arrangement i

C5H9NO2 | the ωB97M-V functional and the def2-TZVPD basis

Computed properties:
Molecular weight ... 115.132 u
Highest occupied orbital energy ... -8.1 eV
Structure (SMILES) ... N/C=C/CCC(=O)O

Last columns: bonded neighbours and bond lengths (Å).
Cartesian coordinates (Å):
1 O -2.39777 -0.57005 0.90236  C2 1.212
2 C -1.70373 -0.91729 -0.02840  O1 1.212, O3 1.346, C4 1.509
3 O -2.28381 -1.41590 -1.13540  C2 1.346, H9 0.961
4 C -0.20983 -1.04617 0.14234  C2 1.509, C5 1.547, H10 1.088, H11 1.112
5 C 0.68982 -0.42933 -0.95442  C4 1.547, C6 1.521, H12 1.096, H13 1.072
6 C 1.76567 0.31910 -0.18305  C5 1.521, C7 1.337, H14 1.089
7 C 1.57852 1.57271 0.24233  C6 1.337, N8 1.390, H15 1.095
8 N 2.54052 2.30923 0.92268  C7 1.390, H16 1.004, H17 1.004
9 H -3.22516 -1.22763 -1.17171  O3 0.961
10 H -0.04150 -0.76781 1.18028  C4 1.088
11 H -0.13171 -2.14299 0.30570  C4 1.112
12 H 0.02533 0.35474 -1.33506  C5 1.096
13 H 1.03408 -0.96504 -1.81634  C5 1.072
14 H 2.65002 -0.28201 0.02421  C6 1.089
15 H 0.52837 1.87787 0.17782  C7 1.095
16 H 3.12090 1.81413 1.57552  N8 1.004
17 H 2.25364 3.24727 1.13493  N8 1.004

Atomic partial charges in e from the natural (NBO) method, atoms 1 to 5: -0.607 0.787 -0.695 -0.513 -0.427

Arrangement ii

C5H9NO2 | the ωB97M-V functional and the def2-TZVPD basis

Computed properties:
Molecular weight ... 115.132 u
Highest occupied orbital energy ... -9.6 eV
Structure (SMILES) ... C[C@@H]1N=C[C@H](O)[C@H]1O

Last columns: bonded neighbours and bond lengths (Å).
Cartesian coordinates (Å):
1 C 0.91183 1.03415 1.72912  C2 1.531, H6 1.097, H7 1.123, H8 1.123
2 C 0.76257 0.30337 0.39209  C1 1.531, C5 1.556, H9 1.106, N15 1.449
3 C -0.07194 0.79265 -1.61426  C4 1.519, H10 1.087, N15 1.284
4 C -0.66925 -0.57189 -1.31760  C3 1.519, C5 1.570, H11 1.090, O16 1.387
5 C -0.40748 -0.70819 0.22464  C2 1.556, C4 1.570, H13 1.119, O17 1.426
6 H 1.28806 0.40918 2.54854  C1 1.097
7 H -0.04787 1.51613 2.05589  C1 1.123
8 H 1.63016 1.88250 1.57134  C1 1.123
9 H 1.71579 -0.23826 0.24875  C2 1.106
10 H -0.28254 1.41281 -2.48221  C3 1.087
11 H -0.05718 -1.31777 -1.82386  C4 1.090
12 H -2.58467 -0.39643 -1.22993  O16 0.949
13 H -1.26912 -0.26770 0.78677  C5 1.119
14 H 0.61914 -2.34348 0.53533  O17 0.950
15 N 0.62190 1.29399 -0.65661  C2 1.449, C3 1.284
16 O -1.94810 -0.81593 -1.79509  C4 1.387, H12 0.949
17 O -0.21128 -1.98514 0.82711  C5 1.426, H14 0.950

Atomic partial charges in e from the natural (NBO) method, atoms 1 to 5: -0.611 -0.117 0.083 0.001 0.077

Arrangement iii

C5H9NO2 | the ωB97M-V functional and the def2-TZVPD basis

Computed properties:
Molecular weight ... 115.132 u
Highest occupied orbital energy ... -7.4 eV

Last columns: bonded neighbours and bond lengths (Å).
Cartesian coordinates (Å):
1 C -2.04331 -0.09855 1.03131  N2 1.441, H9 1.117, H10 1.103, H11 1.100
2 N -1.36435 0.14268 -0.21698  C1 1.441, C3 1.446
3 C 0.04220 0.34070 0.05152  N2 1.446, C4 1.527, C7 1.545, H16 1.096
4 C 0.86859 -0.88982 0.41670  C3 1.527, C5 1.522, H14 1.098, H15 1.097
5 C 2.30036 -0.60913 0.84849  C4 1.522, O6 1.160
6 O 3.16514 -0.59274 0.07556  C5 1.160
7 C 0.65165 1.03748 -1.18571  C3 1.545, O8 1.441, H13 1.104, H17 1.089
8 O 0.31391 0.29900 -2.37581  C7 1.441, H12 0.969
9 H -1.35113 -0.50006 1.81121  C1 1.117
10 H -2.71919 -0.96797 1.08919  C1 1.103
11 H -2.47414 0.83732 1.41668  C1 1.100
12 H -0.56101 -0.05828 -2.16296  O8 0.969
13 H 0.18723 2.03809 -1.23952  C7 1.104
14 H 0.93762 -1.59347 -0.42355  C4 1.098
15 H 0.29375 -1.44493 1.16827  C4 1.097
16 H 0.01297 1.00805 0.91996  C3 1.096
17 H 1.73972 1.05162 -1.22435  C7 1.089

Atomic partial charges in e from the natural (NBO) method, atoms 1 to 5: -0.464 -0.435 -0.126 -0.550 0.650

Relative to the most stable structure, the computed energies are arrangement i 0.0; arrangement ii 1.7; arrangement iii 114.5, all in kcal/mol.